{
  "formula": "C10H24N2Si",
  "method": "wB97M-V/def2-TZVPD",
  "elements": ["C", "C", "C", "C", "C", "C", "C", "C", "C", "C", "N", "N", "Si", "H", "H", "H", "H", "H", "H", "H", "H", "H", "H", "H", "H", "H", "H", "H", "H", "H", "H", "H", "H", "H", "H", "H", "H"],
  "xyz": [[-2.703303, -0.346957, 1.171537], [-3.304423, 0.747640, 0.284644], [-1.833151, -1.181859, 0.225872], [-2.089611, 1.387960, -0.341444], [1.757056, -1.920178, -1.733802], [1.808156, -1.880986, 0.797363], [0.852779, 1.173706, 1.868977], [1.540478, 2.531019, -0.038342], [1.930089, -1.035494, -0.482848], [1.669134, 1.191239, 0.527972], [-0.723249, -0.315865, -2.478815], [1.219335, 0.230173, -0.477119], [-0.837584, 0.040321, -0.780663], [-2.081656, 0.089368, 1.974734], [-3.338567, -1.069210, 1.633227], [-3.957224, 0.328491, -0.492980], [-3.908865, 1.465979, 0.913281], [-1.129621, -1.821979, 0.985614], [-2.510952, -1.781419, -0.330612], [-2.382792, 2.011839, -1.166713], [-1.653656, 2.108860, 0.414309], [2.078450, -1.403337, -2.672530], [2.386271, -2.813786, -1.554076], [0.865426, -2.332458, -1.981572], [0.786991, -2.182614, 1.089229], [2.089776, -1.398890, 1.712458], [2.416854, -2.750054, 0.723742], [1.052128, 0.283746, 2.443421], [1.251568, 1.960163, 2.402065], [-0.249800, 1.267420, 1.634302], [2.311771, 2.739993, -0.711858], [1.496601, 3.380775, 0.591906], [0.666814, 2.508337, -0.640039], [3.091843, -0.805320, -0.446387], [2.647188, 0.900669, 0.955519], [-1.361503, -0.700314, -3.124730], [0.147235, -0.606967, -2.895635]],
  "forces_ev_per_angstrom": [[0.733, 0.095, -0.490], [-0.665, 0.261, 1.417], [2.440, -1.076, 2.751], [0.172, 1.552, 0.116], [3.278, 0.832, 0.032], [-1.799, 0.328, 0.819], [-2.162, -1.850, -2.166], [-0.019, 0.692, -1.033], [2.840, 0.220, -0.341], [0.196, -1.736, 1.741], [1.181, 0.149, -0.102], [2.367, -1.218, 1.587], [-2.584, 0.459, -0.301], [-0.287, 0.057, -0.306], [-1.100, -0.058, 0.510], [0.066, -0.058, 0.229], [0.407, -0.541, -0.675], [-1.718, 0.721, -1.994], [-0.294, -1.205, -0.618], [-0.019, 0.446, -0.609], [-0.320, -0.479, -0.594], [0.185, -0.319, 0.857], [0.138, 0.611, -0.319], [-3.234, -0.844, 0.003], [0.172, -0.120, -0.825], [0.729, 0.753, 0.213], [0.470, -0.722, -0.322], [-0.225, -0.454, 0.064], [0.501, 1.962, 1.218], [1.281, 0.087, 0.678], [1.412, 0.253, -1.232], [-0.133, 0.447, 1.212], [-1.140, 0.299, -0.500], [-1.905, -0.088, -0.306], [0.243, 0.288, -0.965], [-1.574, -0.212, -0.173], [0.370, 0.465, 0.423]],
  "relative_energy_kcal_mol": 0.00,
  "e_tot_ha": -794.227372,
  "spin_multiplicity": 3,
  "gap_ha": [0.1453, 0.2410],
  "homo_ev": [-3.15, -8.32]
}